ORCA calculation (ωB97M-V with the def2-TZVPD basis set) on C6H9N3O2 in the gas phase.

Summary:
E, eV: -14932.488
Net charge: 0
HOMO-LUMO gap, eV: 9.3
Largest force on an atom, eV/A: 5.145
Multiplicity: 1
ΔE to the lowest compared entry with this formula, charge and spin, kJ/mol: 164.3

Each line ends with the Mulliken charge.
CARTESIAN COORDINATES (ANGSTROEM)
1 N -1.63481 -1.27733 0.01108  -0.615
2 C -0.75541 -0.83146 -1.10250  0.349
3 C -0.28202 0.60823 -1.03160  -0.923
4 C 0.12789 0.93363 0.33025  0.579
5 C -0.53843 1.66086 1.28956  -0.771
6 N 0.29259 1.54371 2.37127  -0.059
7 C 1.33679 0.73043 2.09005  -0.339
8 N 1.26001 0.32776 0.79240  -0.437
9 C 0.53567 -1.61330 -1.19013  0.311
10 O 1.08676 -2.41018 -0.41858  -0.575
11 O 1.31569 -1.22757 -2.29648  -0.478
12 H -2.54613 -0.79848 -0.08965  0.265
13 H -1.75548 -2.17847 -0.27317  0.256
14 H -1.21302 -0.83149 -2.08705  0.335
15 H -1.08220 1.20871 -1.34840  0.486
16 H 0.65122 0.85564 -1.64423  0.280
17 H -1.31819 2.36066 1.19157  0.434
18 H 0.13898 2.04954 3.26448  0.218
19 H 2.28821 0.66580 2.61503  0.356
20 H 2.09189 -1.77669 -2.47390  0.329